(1)
Molecular formula: C4H6O
Method: DFT, ωB97M-V with the def2-TZVPD basis set

Last column: Löwdin charge in e.
Element x y z (Å)
O: -2.315 0.037 -0.138  0.10
C: -0.124 -1.117 0.065  -0.09
C: 1.018 -0.005 -0.183  -0.16
C: -1.130 0.018 0.004  -0.47
C: -0.064 1.103 0.085  -0.12
H: -0.127 2.013 -0.629  0.14
H: -0.305 -1.856 -0.699  0.10
H: 1.966 -0.129 0.466  0.12
H: -0.205 -1.567 1.131  0.15
H: -0.067 1.481 1.168  0.13
H: 1.352 0.021 -1.270  0.11

Output
Gap between HOMO and LUMO ... 0.386 Eh
Energy above the lowest of the compared OMol25 structures with the same formula, charge and spin ... 11.3 kcal per mole
SMILES string ... O=C1CCC1
HOMO ... -9.5 eV
E_LUMO ... 0.97 eV

(2)
Molecular formula: C4H12
Method: DFT, ωB97M-V with the def2-TZVPD basis set

Last column: Löwdin charge in e.
Element x y z (Å)
C: 1.704 0.760 -0.241  -0.18
C: -1.600 -0.966 -0.905  -0.18
C: -1.967 0.135 0.076  -0.17
C: 1.821 0.049 1.104  -0.16
H: 1.092 0.224 -0.967  0.04
H: -0.708 -1.515 -0.605  0.05
H: -1.319 -0.533 -1.871  0.06
H: -2.133 -0.283 1.070  0.06
H: -2.407 -1.664 -1.059  0.06
H: 2.678 0.861 -0.718  0.06
H: 0.869 -0.009 1.628  0.05
H: 2.208 -0.962 0.968  0.06
H: -1.210 0.917 0.112  0.05
H: 2.542 0.583 1.712  0.06
H: -2.901 0.628 -0.201  0.06
H: 1.332 1.776 -0.102  0.06

Output
Gap between HOMO and LUMO ... 0.477 Eh
Energy above the lowest of the compared OMol25 structures with the same formula, charge and spin ... 0.4 kcal per mole
SMILES string ... CC.CC
HOMO ... -11.8 eV
E_LUMO ... 1.19 eV

(3)
Molecular formula: C2H5N3S
Method: DFT, ωB97M-V with the def2-TZVPD basis set

Last column: Löwdin charge in e.
Element x y z (Å)
S: 1.693 0.933 0.508  0.82
N: 0.017 0.686 0.780  -0.43
N: 1.852 -0.463 -0.577  -0.22
N: -0.726 1.541 -0.632  0.03
C: 0.870 -1.211 -0.339  -0.32
C: -0.263 -0.768 0.538  -0.26
H: -0.559 -1.277 1.516  0.13
H: -0.842 2.475 -0.269  0.02
H: -1.176 -0.779 -0.138  0.11
H: -1.577 0.991 -0.455  0.01
H: 0.711 -2.128 -0.932  0.11

Output
Gap between HOMO and LUMO ... 0.348 Eh
Energy above the lowest of the compared OMol25 structures with the same formula, charge and spin ... 91.0 kcal per mole
HOMO ... -8.6 eV
E_LUMO ... 0.87 eV

(4)
Molecular formula: C25H46BCl2IN4O6
Method: DFT, ωB97M-V with the def2-TZVPD basis set

Last column: Löwdin charge in e.
Element x y z (Å)
I: 1.183 0.916 -0.604  0.98
Cl: -4.918 2.945 0.712  0.61
Cl: -4.758 6.407 3.343  0.65
O: 1.508 -4.606 -0.535  -0.19
O: -1.630 6.680 3.070  0.13
O: -3.032 5.604 -1.032  0.15
O: 9.909 -2.955 -3.318  -0.19
O: -8.237 0.794 2.872  -0.20
O: 1.865 0.614 2.575  0.00
N: -7.975 0.016 0.109  0.04
N: 7.092 -3.057 -2.706  0.04
N: 2.916 -2.246 -1.410  0.03
N: -3.096 5.884 1.337  -0.02
C: 1.268 -5.540 -1.573  -0.11
C: 10.219 -3.398 -4.628  -0.11
C: 3.997 -4.137 -2.499  -0.08
C: -0.038 3.982 2.537  0.05
C: 2.878 -4.424 -0.207  -0.21
C: 2.691 2.785 3.687  -0.03
C: -4.367 3.844 2.224  -0.64
C: -1.312 3.001 -1.741  -0.08
C: 7.635 -1.954 -3.508  -0.42
C: -5.358 3.422 3.362  -0.17
C: -0.861 3.292 -0.286  -0.21
C: -2.649 5.341 0.066  -0.35
C: -4.372 5.379 1.865  -0.60
C: 9.143 -1.761 -3.264  -0.21
C: 0.190 2.542 0.435  -0.49
C: -8.540 -2.006 1.343  -0.07
C: -9.345 0.197 3.523  -0.11
C: -1.957 5.910 2.215  -0.38
C: 3.649 -3.494 -1.161  -0.43
C: -7.519 -0.883 1.175  -0.43
C: 0.596 2.847 1.823  -0.12
C: -1.062 4.695 1.820  -0.05
C: 7.274 -2.186 -4.973  -0.07
C: -7.221 -0.116 2.477  -0.21
C: -1.499 4.367 0.448  -0.02
B: 1.702 2.028 2.653  -0.47
H: 1.298 -5.042 -2.544  0.07
H: -5.190 2.319 3.531  0.07
H: 2.778 -1.767 -0.523  0.02
H: 7.484 -3.204 -5.300  0.06
H: -2.418 2.828 -1.743  0.09
H: -8.341 -2.587 2.247  0.08
H: 4.777 -3.564 -3.000  0.04
H: 3.563 2.103 3.895  0.07
H: 7.815 -1.497 -5.626  0.08
H: -10.092 -0.114 2.791  0.07
H: 4.595 -3.241 -0.671  0.13
H: -9.807 0.953 4.161  0.09
H: 3.380 -5.394 -0.098  0.12
H: -3.356 3.462 2.516  0.11
H: -9.047 -0.649 4.148  0.09
H: -6.974 -0.800 3.300  0.12
H: 11.132 -3.995 -4.574  0.09
H: 2.129 2.834 4.669  0.08
H: 0.239 4.287 3.566  0.12
H: 1.977 -6.372 -1.549  0.09
H: -6.440 3.504 3.069  0.09
H: -8.738 0.573 0.489  0.07
H: -5.171 3.914 4.345  0.06
H: 3.003 3.799 3.344  0.07
H: -8.492 -2.689 0.492  0.08
H: 6.205 -2.020 -5.129  0.08
H: -0.753 2.163 -2.217  0.01
H: -5.209 5.602 1.152  0.12
H: 7.137 -1.030 -3.197  0.14
H: -9.564 -1.637 1.392  0.06
H: 0.261 -5.939 -1.441  0.09
H: -6.330 0.498 2.309  0.09
H: -1.082 3.919 -2.353  0.10
H: 7.240 -2.848 -1.721  0.08
H: 3.146 -4.176 -3.182  0.06
H: 1.971 -2.503 -1.695  0.07
H: 1.144 0.205 3.092  0.11
H: 2.879 -3.962 0.786  0.12
H: 4.372 -5.155 -2.362  0.08
H: 9.564 -1.001 -3.934  0.12
H: -7.245 0.702 -0.075  0.05
H: -6.582 -1.348 0.851  0.14
H: 10.390 -2.564 -5.315  0.09
H: 9.271 -1.379 -2.246  0.12
H: 9.426 -4.047 -5.006  0.07
H: 7.683 -3.871 -2.871  0.08

Output
Gap between HOMO and LUMO ... 0.300 Eh
SMILES string ... CB(O)c1cc2c(c(C)c1I)C(=O)N([C@H](Cl)[C@@H](C)Cl)C2=O.COC[C@@H](C)N.COC[C@@H](C)N.COC[C@@H](C)N
HOMO ... -9.0 eV
E_LUMO ... -0.88 eV

(5)
Molecular formula: C31H33N9O4STi
Method: DFT, ωB97M-V with the def2-TZVPD basis set

Last column: Löwdin charge in e.
Element x y z (Å)
Ti: -0.510 -0.358 0.076  1.20
S: 1.663 -1.826 0.132  0.77
O: 2.160 -2.510 1.278  -0.22
O: -0.340 -1.574 -2.777  0.13
O: 0.217 -2.173 -0.155  -0.34
O: -1.633 -0.762 -1.189  -0.17
N: 5.994 -1.834 -3.762  0.16
N: -3.912 -2.426 -0.527  0.00
N: -0.385 2.396 2.604  0.10
N: 1.418 -0.176 0.370  -0.15
N: -1.843 -0.673 1.567  -0.01
N: -1.650 1.595 0.080  -0.17
N: -0.128 1.469 -2.250  0.09
N: 0.744 -0.665 2.515  0.09
N: 2.758 0.527 2.196  0.18
C: -0.790 2.829 0.239  -0.10
C: -1.440 1.578 -2.445  -0.29
C: 0.656 1.443 -3.332  -0.11
C: -2.021 1.566 -3.705  0.00
C: -1.816 -1.833 2.247  -0.10
C: 1.048 -0.851 3.793  -0.08
C: 0.847 4.152 1.563  0.00
C: -2.688 1.562 1.149  -0.09
C: 0.170 1.425 -4.625  -0.02
C: 1.006 3.833 3.917  -0.04
C: -1.202 1.461 -4.817  -0.02
C: -3.242 0.268 3.241  0.02
C: 4.923 -2.834 -1.871  0.00
C: -3.204 -0.918 3.950  0.00
C: 3.038 0.362 3.487  -0.07
C: 3.824 -1.051 -3.099  0.00
C: 2.799 -2.007 -1.164  -0.30
C: 0.118 2.784 3.777  -0.12
C: 1.654 -0.037 1.760  -0.52
C: -2.326 1.773 -1.237  -0.12
C: -2.599 -2.428 -2.672  -0.06
C: 3.875 -2.880 -0.989  -0.03
C: 2.776 -1.098 -2.219  -0.06
C: 4.937 -1.903 -2.931  -0.28
C: -2.558 0.355 2.037  -0.22
C: -2.496 -1.999 3.430  -0.02
C: 2.231 -0.381 4.335  0.00
C: -1.419 -1.575 -2.242  -0.51
C: -3.236 -3.256 -1.531  -0.24
C: 1.396 4.519 2.777  -0.03
C: -0.050 3.090 1.526  -0.27
H: 6.039 -1.141 -4.487  0.12
H: -0.215 2.219 4.638  0.11
H: 0.326 -1.401 4.387  0.12
H: 1.723 1.472 -3.147  0.12
H: -4.691 -1.950 -0.972  0.08
H: 1.384 4.109 4.891  0.12
H: 5.765 -3.500 -1.739  0.13
H: -1.215 -2.626 1.823  0.13
H: -2.738 2.788 -1.285  0.15
H: -2.244 -3.103 -3.446  0.13
H: -3.683 1.511 0.701  0.15
H: -1.446 3.701 0.126  0.15
H: -2.477 -2.950 3.942  0.13
H: -0.087 2.826 -0.587  0.11
H: 3.962 0.813 3.831  0.13
H: 1.082 4.698 0.658  0.13
H: 6.814 -2.386 -3.585  0.12
H: -2.652 2.473 1.744  0.14
H: 2.093 5.343 2.840  0.12
H: 3.821 -0.340 -3.915  0.12
H: -3.096 1.640 -3.809  0.13
H: -2.446 -3.822 -1.029  0.12
H: 3.875 -3.572 -0.159  0.13
H: -3.790 1.122 3.616  0.14
H: -1.626 1.439 -5.812  0.12
H: -3.156 1.073 -1.309  0.13
H: -3.359 -1.763 -3.094  0.13
H: -3.929 -3.964 -1.994  0.12
H: 1.918 -0.454 -2.307  0.07
H: -4.318 -3.027 0.182  0.08
H: 0.846 1.379 -5.466  0.12
H: -3.733 -1.011 4.888  0.13
H: 2.492 -0.557 5.367  0.12

Output
Total charge ... +2
Gap between HOMO and LUMO ... 0.233 Eh
Energy above the lowest of the compared OMol25 structures with the same formula, charge and spin ... 71.4 kcal per mole
HOMO ... -13.0 eV
E_LUMO ... -6.67 eV